{
  "formula": "C47H66CrLi2N13O19",
  "method": "ωB97M-V with the def2-TZVPD basis set",
  "species": ["Li", "Li", "Cr", "C", "O", "O", "O", "C", "O", "O", "O", "C", "C", "C", "C", "C", "C", "N", "O", "C", "C", "C", "H", "H", "H", "H", "H", "H", "H", "H", "H", "H", "H", "H", "H", "H", "H", "H", "H", "H", "N", "C", "C", "C", "C", "C", "H", "H", "H", "H", "H", "N", "C", "C", "C", "C", "C", "H", "H", "H", "H", "H", "N", "C", "C", "C", "C", "C", "H", "H", "H", "H", "H", "N", "C", "C", "C", "C", "C", "H", "H", "H", "H", "H", "N", "C", "C", "C", "C", "C", "H", "H", "H", "H", "H", "N", "C", "C", "C", "C", "C", "H", "H", "H", "H", "H", "C", "N", "O", "O", "H", "H", "H", "C", "N", "O", "O", "H", "H", "H", "C", "N", "O", "O", "H", "H", "H", "C", "N", "O", "O", "H", "H", "H", "C", "N", "O", "O", "H", "H", "H", "C", "N", "O", "O", "H", "H", "H"],
  "positions_angstrom": [[14.59, 15.08, 17.59], [12.57, 17.76, 17.06], [14.23, 13.95, 13.69], [13.69, 17.40, 19.12], [14.18, 16.78, 18.09], [14.31, 17.37, 20.24], [12.55, 18.09, 18.86], [13.14, 15.92, 14.90], [12.92, 15.53, 13.55], [14.06, 15.15, 15.52], [12.62, 16.99, 15.30], [15.44, 11.61, 16.33], [16.04, 10.80, 15.20], [15.74, 9.37, 15.53], [15.92, 8.34, 14.40], [15.27, 8.90, 13.13], [15.65, 10.31, 12.78], [15.32, 11.16, 13.95], [15.59, 12.47, 13.75], [14.68, 10.78, 11.71], [17.11, 10.36, 12.35], [17.57, 11.00, 15.26], [15.53, 12.65, 16.16], [15.87, 11.27, 17.33], [14.37, 11.48, 16.44], [14.70, 9.23, 15.85], [16.35, 9.06, 16.35], [15.42, 7.47, 14.80], [17.02, 8.10, 14.35], [14.24, 8.90, 13.29], [15.55, 8.31, 12.24], [13.65, 10.62, 12.04], [14.70, 10.19, 10.72], [14.86, 11.79, 11.56], [17.14, 10.06, 11.31], [17.72, 9.56, 12.82], [17.68, 11.29, 12.45], [18.19, 10.19, 14.85], [17.88, 11.07, 16.31], [17.81, 11.97, 14.77], [12.96, 13.97, 18.43], [12.34, 14.60, 19.42], [11.12, 14.22, 19.95], [10.51, 13.15, 19.36], [11.13, 12.45, 18.38], [12.42, 12.86, 17.97], [12.88, 15.45, 19.77], [10.62, 14.84, 20.67], [9.43, 12.85, 19.52], [10.77, 11.46, 18.00], [13.03, 12.42, 17.23], [14.64, 14.25, 11.63], [13.85, 15.05, 10.92], [14.19, 15.55, 9.69], [15.47, 15.32, 9.22], [16.30, 14.47, 9.94], [15.83, 13.96, 11.14], [12.87, 15.33, 11.34], [13.51, 16.25, 9.19], [15.77, 15.78, 8.30], [17.31, 14.40, 9.70], [16.37, 13.28, 11.75], [12.09, 12.63, 13.74], [12.14, 11.35, 14.14], [11.40, 10.32, 13.56], [10.51, 10.72, 12.55], [10.36, 12.03, 12.19], [11.25, 12.95, 12.80], [12.83, 11.12, 14.93], [11.57, 9.27, 13.88], [9.78, 9.99, 12.13], [9.68, 12.38, 11.45], [11.27, 13.98, 12.54], [10.05, 18.07, 17.15], [9.38, 18.55, 16.16], [8.10, 19.12, 16.37], [7.64, 19.25, 17.65], [8.36, 18.70, 18.71], [9.62, 18.15, 18.42], [9.81, 18.45, 15.19], [7.49, 19.53, 15.58], [6.72, 19.83, 17.84], [8.13, 18.76, 19.78], [10.33, 17.72, 19.09], [16.62, 14.72, 18.48], [16.72, 15.47, 19.58], [17.74, 15.23, 20.56], [18.74, 14.31, 20.28], [18.73, 13.76, 18.96], [17.66, 13.99, 18.12], [15.92, 16.17, 19.89], [17.73, 15.83, 21.49], [19.50, 14.01, 21.00], [19.57, 13.13, 18.66], [17.69, 13.58, 17.13], [13.02, 19.93, 16.77], [13.41, 20.41, 15.57], [14.35, 21.41, 15.40], [14.92, 22.00, 16.50], [14.43, 21.57, 17.75], [13.53, 20.51, 17.81], [13.03, 19.92, 14.69], [14.69, 21.65, 14.40], [15.71, 22.71, 16.35], [14.79, 21.93, 18.71], [13.14, 20.16, 18.82], [10.36, 16.80, 12.07], [9.80, 15.70, 11.23], [8.61, 15.57, 11.22], [10.59, 15.05, 10.61], [9.63, 17.41, 12.55], [10.90, 17.40, 11.40], [11.01, 16.37, 12.86], [17.06, 15.78, 14.83], [17.87, 15.69, 13.57], [17.66, 16.59, 12.74], [18.59, 14.76, 13.35], [16.01, 15.89, 14.53], [17.40, 16.70, 15.32], [17.22, 14.86, 15.38], [16.50, 18.48, 17.38], [17.68, 19.29, 16.87], [17.54, 20.52, 16.91], [18.67, 18.70, 16.60], [16.30, 18.73, 18.40], [16.81, 17.44, 17.43], [15.65, 18.65, 16.75], [9.78, 14.85, 16.09], [8.34, 14.38, 16.13], [7.90, 13.91, 15.08], [7.67, 14.46, 17.14], [9.82, 15.87, 15.80], [10.29, 14.29, 15.30], [10.21, 14.67, 17.09], [14.90, 18.27, 12.86], [14.04, 19.30, 12.21], [14.60, 20.37, 12.04], [12.87, 19.03, 12.03], [14.33, 17.38, 12.94], [15.06, 18.66, 13.87], [15.88, 18.15, 12.38], [16.08, 11.87, 20.56], [17.48, 11.44, 20.64], [18.12, 11.76, 21.60], [17.88, 10.79, 19.68], [15.66, 11.50, 19.61], [16.06, 12.92, 20.74], [15.55, 11.29, 21.34]],
  "total_energy_ha": -5031.2173,
  "homo_lumo_gap_ev": [6.991, 6.992],
  "charge": -1,
  "multiplicity": 5,
  "s2": 6.0144
}